No. 1
# C15H6F3N4O8S

A gas-phase ion, C15H6F3N4O8S (charge -1) in a non-equilibrium geometry (ωB97M-V/def2-TZVPD, the OMol25 dataset).

Structure (XYZ):
```
37
C15H6F3N4O8S (ωB97M-V/def2-TZVPD)
S 2.046 -0.803 5.874
F 1.141 -2.054 8.046
F 3.329 -1.820 7.951
F 2.330 -3.332 6.704
O 3.093 -1.040 4.912
O -4.209 -1.486 5.311
O -2.148 -4.173 2.876
O -1.092 0.766 3.508
O 1.856 0.466 6.538
O 2.671 -1.233 1.724
O -0.043 -4.360 1.902
O -3.076 -0.205 6.680
N -2.772 -3.397 3.769
N -0.759 -3.685 2.612
N -3.126 -1.056 5.760
N 0.663 -0.573 2.699
C 0.517 -1.281 5.064
C 2.334 1.512 0.224
C -0.061 2.703 1.287
C 2.225 -2.094 7.236
C -1.908 -1.515 5.195
C 1.781 -0.407 1.861
C 1.839 2.728 -0.282
C 0.439 1.496 1.756
C 1.589 0.922 1.235
C -0.680 -2.537 3.353
C 0.656 3.310 0.239
C -0.656 -1.077 5.731
C -0.140 0.580 2.770
C 0.536 -1.743 3.606
C -1.848 -2.415 4.086
H 1.392 -2.389 3.404
H 2.375 3.223 -1.096
H -0.660 -0.511 6.666
H -0.973 3.094 1.749
H 3.242 1.007 -0.123
H 0.280 4.249 -0.174
```

Properties
HOMO level: -4.69 eV
Orbital gap: 0.2332 Eh
Structure (SMILES): O=C1c2ccccc2C(=O)N1[C@H]1C(S(=O)(=O)C(F)(F)F)=CC(=[N+]([O-])[O-])c2no[n+]([O-])c21
E: -56975.5323 eV
2S+1: 1
Net charge: -1
LUMO energy: 1.6588 eV

Mulliken population analysis, charges in e, atoms 1 to 4:
1. S 1.18
2. F -0.22
3. F -0.22
4. F -0.23


No. 2
# C18H45FeN10O3P2SSeSi

A molecular structure, C18H45FeN10O3P2SSeSi in a non-equilibrium geometry (ωB97M-V/def2-TZVPD, the OMol25 dataset).

Structure (XYZ):
```
82
C18H45FeN10O3P2SSeSi (ωB97M-V/def2-TZVPD)
Se 7.386 14.139 8.961
Fe 9.850 8.766 10.515
S 8.937 6.528 10.445
P 10.221 10.996 13.130
P 7.383 10.701 14.112
Si 6.898 13.602 6.778
O 10.246 9.589 12.617
O 8.947 11.320 14.095
O 6.837 10.266 12.803
N 5.170 6.941 9.979
N 11.482 11.446 14.125
N 6.301 6.243 9.851
N 6.413 11.749 14.880
N 7.702 9.434 10.059
N 6.917 8.305 9.940
N 11.303 8.969 8.887
N 7.669 9.405 15.104
N 11.527 9.138 6.695
N 9.986 12.179 11.975
C 6.741 11.739 6.432
C 10.349 12.034 10.559
C 9.392 13.488 12.300
C 5.260 14.339 6.307
C 6.816 12.821 15.853
C 11.597 9.771 5.390
C 7.435 7.002 9.939
C 4.954 11.600 14.685
C 11.310 12.518 15.040
C 5.514 8.162 10.209
C 8.141 9.582 16.481
C 11.911 7.844 7.040
C 7.781 8.051 14.578
C 4.494 9.135 10.753
C 12.701 10.681 14.269
C 11.778 7.747 8.390
C 8.078 14.421 5.569
C 11.191 9.753 7.835
H 7.552 10.039 9.245
H 12.128 7.119 6.250
H 9.111 14.202 5.846
H 7.548 8.937 17.155
H 7.874 12.791 15.945
H 7.453 9.969 10.919
H 9.554 13.826 13.328
H 12.572 9.648 13.978
H 12.047 6.914 9.024
H 6.493 13.772 15.476
H 8.312 13.499 12.035
H 11.218 12.142 16.092
H 9.577 12.455 9.906
H 7.948 14.133 4.524
H 10.457 13.098 14.771
H 8.731 7.567 14.851
H 6.293 12.640 16.801
H 7.726 8.119 13.466
H 11.955 9.053 4.666
H 3.842 8.575 11.432
H 10.886 10.814 7.876
H 6.685 11.469 5.393
H 5.307 15.414 6.503
H 12.987 10.635 15.332
H 13.450 11.150 13.611
H 9.235 9.317 16.539
H 12.304 10.616 5.380
H 4.875 9.951 11.342
H 9.823 14.202 11.610
H 6.287 5.231 9.750
H 10.525 10.943 10.349
H 3.908 9.510 9.931
H 7.614 11.255 6.834
H 12.214 13.148 15.046
H 4.505 12.515 14.213
H 10.620 10.219 5.134
H 4.483 11.604 15.667
H 11.277 12.592 10.352
H 4.356 13.911 6.766
H 8.014 10.568 16.881
H 6.968 7.399 14.933
H 4.710 10.691 14.132
H 5.887 11.366 7.014
H 5.203 14.269 5.223
H 7.861 15.483 5.604
```

Properties
HOMO level (alpha / beta): -7.80 / -7.80 eV
Energy above the lowest of the compared OMol25 structures with the same formula, charge and spin: 95.4 kcal/mol
Orbital gap (alpha / beta): 0.1874 / 0.1478 Eh
⟨S²⟩: 6.009
E: -177462.4194 eV
2S+1: 5
Net charge: +1
LUMO energy (alpha / beta): -2.6988 / -3.7756 eV

Mulliken population analysis, charges in e, atoms 1 to 4:
1. Se -0.63
2. Fe 0.94
3. S -0.36
4. P 0.39


No. 3
# C18H28F12N2O18S6Zn

A molecular structure, C18H28F12N2O18S6Zn in a non-equilibrium geometry (ωB97M-V/def2-TZVPD, the OMol25 dataset).

Structure (XYZ):
```
85
C18H28F12N2O18S6Zn (ωB97M-V/def2-TZVPD)
Zn -13.505 -23.252 4.189
S -11.127 -22.881 1.514
S -16.227 -22.574 2.094
S -14.741 -26.256 3.714
S -12.168 -25.944 4.164
S -11.458 -21.194 5.703
S -12.641 -20.018 3.754
F -14.973 -18.936 4.152
F -12.838 -22.373 7.633
F -14.322 -25.285 1.305
F -11.959 -28.210 5.698
F -10.606 -22.669 7.766
F -12.066 -23.785 6.486
F -11.064 -26.422 6.522
F -13.188 -26.758 6.560
F -13.947 -27.454 1.427
F -14.201 -19.732 5.942
F -16.108 -26.535 1.473
F -13.353 -17.923 5.131
O -16.032 -25.732 4.190
O -18.219 -25.554 8.222
O -11.908 -26.809 3.013
O -15.016 -23.170 5.643
O -17.847 -26.965 9.958
O -16.915 -23.853 1.873
O -14.389 -27.549 4.167
O -13.232 -20.101 2.419
O -10.113 -21.498 5.116
O -10.324 -21.658 1.657
O -11.438 -19.232 3.846
O -16.777 -27.191 8.147
O -15.217 -23.095 7.812
O -11.663 -19.913 6.487
O -15.123 -22.504 3.088
O -12.338 -23.166 2.321
O -10.996 -25.072 4.401
O -17.115 -23.209 6.620
N -13.502 -25.052 4.056
N -12.560 -21.613 4.557
C -10.491 -24.079 -0.898
C -13.884 -19.108 4.821
C -11.677 -22.630 6.961
C -16.270 -26.839 6.886
C -16.899 -20.937 0.113
C -14.772 -26.421 1.791
C -15.914 -22.579 9.025
C -9.398 -24.385 0.126
C -9.906 -24.305 1.613
C -18.691 -26.171 10.955
C -17.389 -20.208 1.426
C -17.870 -23.416 5.421
C -17.715 -26.499 8.707
C -15.770 -21.858 0.459
C -12.114 -26.920 5.833
C -15.738 -23.157 6.620
C -11.491 -23.128 -0.255
C -17.562 -21.305 2.452
H -16.886 -23.056 9.154
H -15.874 -25.828 6.980
H -16.988 -26.725 6.073
H -17.739 -21.361 -0.437
H -17.544 -20.995 3.497
H -17.794 -24.362 4.883
H -16.505 -20.040 -0.364
H -18.088 -25.463 11.523
H -18.943 -23.453 5.609
H -11.437 -22.153 -0.740
H -19.402 -25.551 10.409
H -9.274 -24.161 2.489
H -12.537 -23.434 -0.218
H -17.718 -22.563 4.760
H -18.454 -21.890 2.227
H -15.593 -22.566 -0.350
H -15.250 -22.679 9.884
H -15.395 -27.327 6.456
H -16.048 -21.520 8.805
H -18.373 -19.740 1.402
H -14.872 -21.273 0.658
H -19.294 -26.801 11.609
H -16.642 -19.482 1.746
H -8.832 -25.300 -0.046
H -10.618 -25.092 1.860
H -8.645 -23.609 -0.012
H -10.071 -23.688 -1.825
H -10.910 -25.039 -1.197
```

Properties
HOMO level: -10.00 eV
Orbital gap: 0.3677 Eh
E: -204988.1306 eV
2S+1: 1
Net charge: 0
LUMO energy: 0.0027 eV

Mulliken population analysis, charges in e, atoms 1 to 4:
1. Zn 0.93
2. S 0.86
3. S 0.81
4. S 0.57


No. 4
# C4H6N2O2

A molecular structure, C4H6N2O2 in a non-equilibrium geometry (ωB97M-V/def2-TZVPD, the OMol25 dataset).

Structure (XYZ):
```
14
C4H6N2O2 (ωB97M-V/def2-TZVPD)
O -0.232 2.075 -0.111
O -2.117 0.239 0.068
N 0.944 -1.390 -0.111
N 1.693 0.817 -0.034
C 1.971 -0.500 0.170
C -0.055 -0.447 -0.133
C -1.401 -0.939 -0.174
C 0.412 0.788 -0.126
H 2.354 1.629 -0.004
H -1.130 1.733 -0.253
H 2.946 -0.955 0.087
H -1.702 -1.717 0.739
H -2.193 0.227 1.058
H -1.489 -1.561 -1.177
```

Properties
HOMO level: -8.13 eV
Energy above the lowest of the compared OMol25 structures with the same formula, charge and spin: 72.2 kcal/mol
Orbital gap: 0.3230 Eh
E: -11317.9094 eV
2S+1: 1
Net charge: 0
LUMO energy: 0.6590 eV

Mulliken population analysis, charges in e, atoms 1 to 4:
1. O -0.64
2. O -0.61
3. N -0.60
4. N 0.01


No. 5
# C11H10F2N2

C11H10F2N2 in the gas phase in a non-equilibrium geometry (ωB97M-V/def2-TZVPD, the OMol25 dataset).

Structure (XYZ):
```
25
C11H10F2N2 (ωB97M-V/def2-TZVPD)
F 2.250 2.202 3.199
F 0.061 2.800 -0.652
N 1.394 2.354 1.150
N 0.487 -0.512 -1.592
C -2.206 -0.666 -2.393
C 1.407 -0.629 1.001
C 1.878 1.500 2.164
C -0.479 -0.566 -0.654
C -1.147 -0.579 -3.355
C -0.027 -0.324 0.706
C 0.166 -0.588 -2.868
C 1.950 0.187 2.098
C -1.873 -0.716 -1.054
C -0.930 -0.212 1.937
C 0.452 2.058 0.359
H 2.272 -0.352 3.009
H -2.466 -1.255 -0.310
H 0.869 -0.661 -3.616
H -1.778 0.428 1.744
H 1.647 -1.779 1.196
H -1.104 -1.266 2.376
H -0.298 0.374 2.680
H -1.242 -0.395 -4.401
H 1.900 -0.561 0.001
H -3.184 -0.840 -2.726
```

Properties
HOMO level (alpha / beta): -7.79 / -8.20 eV
Energy above the lowest of the compared OMol25 structures with the same formula, charge and spin: 52.5 kcal/mol
Orbital gap (alpha / beta): 0.2554 / 0.2691 Eh
E: -19979.6887 eV
2S+1: 1
Net charge: 0
LUMO energy (alpha / beta): -0.8416 / -0.8761 eV

Mulliken population analysis, charges in e, atoms 1 to 4:
1. F -0.26
2. F -0.19
3. N -0.54
4. N -0.33


No. 6
# C4H7N

C4H7N in the gas phase in a non-equilibrium geometry (ωB97M-V/def2-TZVPD, the OMol25 dataset).

Structure (XYZ):
```
12
C4H7N (ωB97M-V/def2-TZVPD)
N 0.732 1.087 -0.071
C -0.279 0.135 -0.397
C -1.018 -0.497 0.749
C -0.436 -0.183 -1.677
C 1.672 0.754 0.698
H -1.245 -0.868 -1.904
H -1.074 -1.569 0.568
H -0.530 -0.288 1.694
H 0.044 0.344 -2.486
H -2.063 -0.190 0.787
H 2.374 1.537 0.974
H 1.824 -0.264 1.066
```

Properties
HOMO level: -8.76 eV
Energy above the lowest of the compared OMol25 structures with the same formula, charge and spin: 31.5 kcal/mol
Orbital gap: 0.3631 Eh
Structure (SMILES): C=NC(=C)C
E: -5750.0488 eV
2S+1: 1
Net charge: 0
LUMO energy: 1.1220 eV

Mulliken population analysis, charges in e, atoms 1 to 4:
1. N -0.46
2. C 0.71
3. C -1.13
4. C -0.91


No. 7
# C4H5Cl2N3O

C4H5Cl2N3O in the gas phase in a non-equilibrium geometry (ωB97M-V/def2-TZVPD, the OMol25 dataset).

Structure (XYZ):
```
15
C4H5Cl2N3O (ωB97M-V/def2-TZVPD)
Cl 2.852 -1.190 -0.581
Cl 2.944 1.833 0.077
O 0.466 -2.865 0.296
N 1.324 -0.673 0.021
N -0.665 0.430 -0.228
N 1.229 1.795 -0.298
C -0.939 -0.911 0.002
C 0.690 0.663 -0.232
C -1.678 1.502 -0.147
C 0.197 -1.595 0.152
H -1.875 -1.271 0.276
H 1.225 -3.003 0.952
H -1.153 2.394 0.135
H -2.394 1.230 0.609
H -2.224 1.660 -1.035
```

Properties
HOMO level: -7.68 eV
Energy above the lowest of the compared OMol25 structures with the same formula, charge and spin: 0.0 kcal/mol
Orbital gap: 0.2953 Eh
Structure (SMILES): Cn1cc(O)n(Cl)/c1=N\Cl
E: -35788.3813 eV
2S+1: 1
Net charge: 0
LUMO energy: 0.3591 eV

Mulliken population analysis, charges in e, atoms 1 to 4:
1. Cl 0.00
2. Cl -0.15
3. O -0.51
4. N -0.17


No. 8
# C3H10SSi

2 unconnected molecules or ions with the total composition C3H10SSi in a non-equilibrium geometry (ωB97M-V/def2-TZVPD, the OMol25 dataset).

Structure (XYZ):
```
15
C3H10SSi (ωB97M-V/def2-TZVPD)
S 0.080 3.333 -1.747
Si 1.118 -2.547 -0.173
C 0.088 2.387 -0.386
C -1.137 0.456 0.874
C -0.504 1.001 -0.427
H 0.807 -3.402 -1.355
H 0.281 2.840 0.603
H 2.190 -3.217 0.457
H -1.204 -0.598 0.921
H -1.044 0.779 -1.405
H -0.458 0.714 1.712
H 1.431 -1.083 -0.332
H 0.067 -2.069 0.732
H -2.134 1.040 1.181
H 0.419 0.366 -0.656
```

Properties
HOMO level: -8.60 eV
Energy above the lowest of the compared OMol25 structures with the same formula, charge and spin: 49.0 kcal/mol
Orbital gap: 0.3090 Eh
Structure (SMILES): [SiH4].CCC=S
E: -21983.1632 eV
2S+1: 1
Net charge: 0
LUMO energy: -0.1961 eV

Mulliken population analysis, charges in e, atoms 1 to 4:
1. S -0.22
2. Si 0.48
3. C -0.36
4. C -1.02


No. 9
# C2H4N2OP2

C2H4N2OP2 in the gas phase in a non-equilibrium geometry (ωB97M-V/def2-TZVPD, the OMol25 dataset).

Structure (XYZ):
```
11
C2H4N2OP2 (ωB97M-V/def2-TZVPD)
P 0.893 -2.733 0.307
P -0.504 2.300 -1.828
O -1.287 -1.509 -0.571
N 0.561 -0.260 -0.544
N -1.689 -0.292 -1.088
C 0.006 -1.325 -0.288
C -0.754 0.576 -1.183
H -1.745 2.851 -1.446
H 0.219 2.958 -0.661
H 2.142 -2.177 0.520
H 0.340 -2.715 1.662
```

Properties
HOMO level (alpha / beta): -5.81 / -9.69 eV
Energy above the lowest of the compared OMol25 structures with the same formula, charge and spin: 122.2 kcal/mol
Orbital gap (alpha / beta): 0.2443 / 0.2270 Eh
⟨S²⟩: 2.013
E: -25735.3598 eV
2S+1: 3
Net charge: 0
LUMO energy (alpha / beta): 0.8363 / -3.5145 eV

Mulliken population analysis, charges in e, atoms 1 to 4:
1. P -0.18
2. P -0.06
3. O -0.12
4. N -0.38


No. 10
# C8H9BrO2

C8H9BrO2 in the gas phase in a non-equilibrium geometry (ωB97M-V/def2-TZVPD, the OMol25 dataset).

Structure (XYZ):
```
20
C8H9BrO2 (ωB97M-V/def2-TZVPD)
Br 0.566 -2.813 -0.947
O 1.455 0.758 -1.771
O -0.566 -0.683 -2.384
C -0.379 -0.147 1.318
C 0.127 0.768 2.258
C -2.067 -1.433 -0.652
C 1.555 1.704 0.532
C 1.154 1.649 1.859
C 0.008 -0.093 0.012
C 1.033 0.756 -0.442
C -0.692 -1.084 -1.041
H 2.002 1.523 -2.008
H -2.333 -1.315 0.410
H 1.508 2.512 2.371
H -2.259 -2.413 -0.971
H 0.386 -0.693 -2.469
H -2.691 -0.825 -1.201
H -0.145 0.649 3.271
H 2.336 2.261 0.225
H -0.999 -1.080 1.630
```

Properties
HOMO level: -8.93 eV
Energy above the lowest of the compared OMol25 structures with the same formula, charge and spin: 1.7 kcal/mol
Orbital gap: 0.3473 Eh
Structure (SMILES): C[C@](O)(Br)c1ccccc1O
E: -82578.2548 eV
2S+1: 1
Net charge: 0
LUMO energy: 0.5193 eV

Mulliken population analysis, charges in e, atoms 1 to 4:
1. Br -0.21
2. O -0.55
3. O -0.54
4. C -0.34


No. 11
# C5H3O6Y

A molecular structure, C5H3O6Y in a non-equilibrium geometry (ωB97M-V/def2-TZVPD, the OMol25 dataset).

Structure (XYZ):
```
15
C5H3O6Y (ωB97M-V/def2-TZVPD)
Y -0.315 0.448 -0.013
O -0.432 2.867 -1.914
O 1.988 -4.736 0.995
O -2.394 -1.331 -1.711
O 1.903 -1.117 -1.466
O -2.724 1.201 1.757
O 1.104 1.541 1.243
C -0.427 1.991 -1.278
C -1.690 -0.680 -1.170
C 1.090 -0.545 -1.004
C 1.804 -3.702 0.442
C -1.901 0.953 1.080
H 0.616 2.315 1.499
H -0.405 -1.003 0.910
H 1.783 1.797 0.630
```

Properties
HOMO level (alpha / beta): -18.14 / -18.14 eV
Energy above the lowest of the compared OMol25 structures with the same formula, charge and spin: 213.1 kcal/mol
Orbital gap (alpha / beta): 0.2322 / 0.2322 Eh
E: -18532.6925 eV
2S+1: 1
Net charge: +2
LUMO energy (alpha / beta): -11.8249 / -11.8249 eV

Mulliken population analysis, charges in e, atoms 1 to 4:
1. Y 1.55
2. O 0.23
3. O -0.15
4. O 0.11


The highest E belongs to which entry?
C4H7N


Number 5 is which compound?
C11H10F2N2